C51H67BF11N10O7S2 | ωB97M-V/def2-TZVPD

Each line ends with the Mulliken spin population.
Cartesian coordinates (Å):
C  -20.69  -6.84  -28.45  0.00
N  -19.98  -8.06  -28.23  0.00
C  -20.33  -9.22  -28.84  0.00
C  -19.66  -10.40  -28.51  0.00
C  -18.57  -10.39  -27.65  0.00
C  -18.29  -9.20  -26.94  0.00
C  -19.05  -8.07  -27.18  0.00
C  -17.64  -11.60  -27.50  0.00
C  -18.09  -12.95  -27.75  0.00
C  -17.10  -13.97  -27.85  0.00
N  -15.79  -13.71  -27.56  0.00
C  -15.38  -12.55  -27.08  0.00
C  -16.30  -11.46  -27.09  0.00
C  -14.77  -14.79  -27.62  -0.01
H  -21.74  -7.02  -28.68  0.00
H  -20.28  -6.25  -29.27  0.00
H  -20.55  -6.08  -27.68  0.00
H  -21.20  -9.07  -29.45  0.00
H  -20.08  -11.23  -29.05  0.00
H  -17.50  -9.08  -26.21  0.00
H  -19.07  -7.19  -26.56  0.00
H  -19.14  -13.13  -27.89  0.00
H  -17.43  -14.93  -28.23  0.00
H  -14.34  -12.37  -26.87  0.00
H  -15.78  -10.52  -27.00  0.00
H  -14.45  -15.06  -26.62  0.00
H  -13.88  -14.44  -28.14  0.01
H  -15.27  -15.59  -28.18  0.00
C  -13.97  -5.96  -24.64  0.00
F  -13.99  -6.45  -23.44  0.00
F  -14.19  -4.68  -24.62  0.00
F  -12.77  -6.05  -25.22  0.00
S  -15.30  -6.87  -25.70  0.00
O  -16.68  -6.62  -25.21  0.00
O  -15.11  -6.47  -27.10  0.00
O  -14.95  -8.32  -25.62  0.00
C  -18.06  -6.69  -33.50  0.00
F  -17.30  -5.56  -33.78  0.00
F  -19.23  -6.57  -34.13  0.00
F  -17.46  -7.79  -33.89  0.00
S  -18.37  -6.74  -31.53  0.00
O  -19.25  -5.59  -31.24  0.00
O  -19.08  -7.98  -31.27  0.00
O  -17.05  -6.56  -30.91  0.00
B  -15.43  -9.04  -29.53  0.00
F  -16.07  -8.10  -28.74  0.00
F  -14.95  -8.21  -30.45  0.00
F  -14.41  -9.76  -28.99  0.00
F  -16.43  -9.83  -29.99  0.00
F  -17.49  -5.64  -28.36  0.00
C  -9.71  -15.88  -26.80  0.00
C  -9.01  -15.10  -27.91  0.00
C  -7.67  -15.90  -28.02  0.02
C  -6.89  -15.63  -29.27  -0.01
C  -7.86  -15.70  -30.61  0.03
C  -9.08  -14.81  -30.47  -0.02
N  -9.75  -15.20  -29.21  0.38
O  -11.16  -14.91  -29.13  0.57
C  -8.71  -13.29  -30.65  0.02
C  -9.90  -15.19  -31.68  0.00
C  -8.69  -13.60  -27.47  0.01
H  -10.09  -16.83  -27.17  0.00
H  -10.62  -15.48  -26.35  0.00
H  -9.09  -16.14  -25.94  0.00
H  -7.04  -15.57  -27.20  0.00
H  -7.76  -16.99  -28.00  0.00
H  -6.06  -16.35  -29.32  0.00
H  -6.37  -14.67  -29.36  0.00
H  -8.17  -16.74  -30.71  0.00
H  -7.32  -15.67  -31.56  0.00
H  -9.59  -12.67  -30.47  0.00
H  -8.00  -13.00  -29.87  0.00
H  -8.38  -12.97  -31.64  0.00
H  -10.54  -14.37  -32.02  0.00
H  -9.31  -15.28  -32.60  0.00
H  -10.59  -16.01  -31.48  0.00
H  -8.30  -13.75  -26.46  0.00
H  -9.60  -12.99  -27.51  0.01
H  -7.83  -13.09  -27.90  0.00
N  -22.37  -9.08  -25.76  0.00
C  -23.20  -8.43  -26.59  0.00
C  -23.63  -9.25  -27.61  0.00
C  -22.94  -10.43  -27.47  0.00
C  -22.09  -10.25  -26.37  0.00
H  -22.09  -8.68  -24.88  0.00
H  -23.62  -7.46  -26.36  0.00
H  -24.21  -9.02  -28.49  0.00
H  -23.02  -11.34  -28.05  0.00
H  -21.48  -10.91  -25.77  0.00
N  -19.79  -16.46  -29.79  0.00
C  -19.47  -17.43  -28.95  0.00
C  -19.92  -16.97  -27.72  0.00
C  -20.51  -15.70  -27.79  0.00
C  -20.37  -15.37  -29.12  0.00
H  -19.54  -16.56  -30.76  0.00
H  -18.81  -18.23  -29.25  0.00
H  -19.68  -17.45  -26.79  0.00
H  -20.97  -15.10  -27.02  0.00
H  -20.50  -14.47  -29.71  0.00
N  -14.40  -11.86  -30.74  0.00
C  -13.33  -12.46  -31.25  0.00
C  -13.57  -13.83  -31.35  0.00
C  -15.02  -13.99  -31.03  0.00
C  -15.48  -12.74  -30.69  0.00
H  -14.55  -10.90  -30.47  0.00
H  -12.44  -11.85  -31.26  0.00
H  -12.81  -14.59  -31.37  0.00
H  -15.60  -14.90  -31.08  0.00
H  -16.45  -12.35  -30.41  0.00
N  -18.97  -3.78  -26.48  0.00
C  -19.75  -2.78  -26.82  0.00
C  -20.18  -2.21  -25.74  0.00
C  -19.54  -2.77  -24.62  0.00
C  -18.83  -3.83  -25.12  0.00
H  -18.57  -4.41  -27.16  0.00
H  -19.96  -2.66  -27.87  0.00
H  -20.79  -1.32  -25.81  0.00
H  -19.64  -2.39  -23.61  0.00
H  -18.21  -4.54  -24.60  0.00
N  -23.06  -10.32  -31.50  0.00
C  -24.40  -10.20  -31.32  0.00
C  -24.59  -8.80  -31.51  0.00
C  -23.43  -8.08  -31.79  0.00
C  -22.50  -9.08  -31.74  0.00
H  -22.55  -11.18  -31.31  0.00
H  -25.07  -10.98  -31.00  0.00
H  -25.57  -8.34  -31.52  0.00
H  -23.35  -7.01  -31.87  0.00
H  -21.44  -8.98  -31.91  0.00
N  -12.73  -10.38  -25.90  0.00
C  -13.21  -10.63  -24.67  0.00
C  -12.96  -11.98  -24.44  0.00
C  -12.09  -12.44  -25.47  0.00
C  -11.99  -11.43  -26.37  0.00
H  -12.88  -9.52  -26.41  0.00
H  -13.77  -9.78  -24.31  0.00
H  -13.29  -12.50  -23.56  0.00
H  -11.61  -13.40  -25.58  0.00
H  -11.54  -11.26  -27.34  0.00
N  -19.15  -7.06  -23.74  0.00
C  -19.38  -8.30  -23.34  0.00
C  -20.69  -8.29  -22.81  0.00
C  -21.30  -7.06  -23.07  0.00
C  -20.33  -6.33  -23.68  0.00
H  -18.28  -6.77  -24.16  0.00
H  -18.58  -9.01  -23.51  0.00
H  -21.09  -9.19  -22.36  0.00
H  -22.32  -6.82  -22.80  0.00
H  -20.40  -5.35  -24.14  0.00

2S+1 ... 2
Calculated total energy ... -135443.951 eV
<S²> ... 0.755
Net charge ... -2
Molecular weight ... 1216.084 g/mol

***

C51H71N3O29 | ωB97M-V/def2-TZVPD

Each line ends with the Mulliken charge.
Cartesian coordinates (Å):
C  -2.54  -1.33  3.07  -1.33
C  -2.55  -1.43  1.54  -0.18
N  -2.65  -0.12  0.83  -0.15
C  -3.42  -0.33  -0.36  -1.05
C  -2.73  -0.60  -1.55  0.84
C  -1.21  -0.58  -1.47  -0.34
O  -0.50  -1.46  -2.31  -0.36
C  0.63  -0.93  -2.89  0.78
C  0.56  0.34  -3.68  -0.48
O  1.66  -1.54  -2.76  -0.55
C  -3.48  -0.83  -2.70  0.67
C  -4.89  -0.80  -2.65  0.20
C  -5.57  -0.50  -1.49  0.36
C  -7.08  -0.39  -1.45  -1.70
C  -7.56  1.08  -1.73  0.86
C  -7.45  1.49  -3.20  -0.88
C  -6.83  2.13  -0.89  -1.63
C  -4.81  -0.29  -0.33  0.87
N  -5.42  0.04  0.94  -0.52
C  -6.02  -0.86  1.51  0.61
O  -6.70  -1.66  2.00  -0.46
C  -5.43  -1.16  -4.01  -0.03
O  -6.55  -1.17  -4.43  -0.65
N  -4.31  -1.52  -4.74  0.55
C  -4.35  -2.60  -5.72  -1.32
C  -3.11  -1.13  -4.14  -0.30
O  -2.08  -1.04  -4.75  -0.61
H  -2.13  -0.38  3.42  0.26
H  -1.90  -2.12  3.47  0.42
H  -3.53  -1.43  3.50  0.26
H  -3.39  -2.08  1.24  0.24
H  -1.64  -1.95  1.24  0.42
H  -3.16  0.49  1.45  0.62
H  -0.89  0.46  -1.55  0.04
H  -0.96  -0.88  -0.45  0.06
H  1.57  0.65  -3.97  0.43
H  0.13  1.15  -3.11  -0.06
H  -0.02  0.25  -4.59  0.19
H  -7.48  -0.63  -0.47  0.41
H  -7.50  -1.01  -2.23  0.53
H  -8.62  1.13  -1.47  0.40
H  -6.43  1.40  -3.56  -0.48
H  -7.76  2.52  -3.36  0.59
H  -8.06  0.82  -3.81  0.35
H  -6.96  2.01  0.18  0.33
H  -5.77  2.20  -1.15  0.17
H  -7.26  3.11  -1.13  0.57
H  -3.80  -3.48  -5.40  0.37
H  -3.99  -2.28  -6.69  0.24
H  -5.39  -2.88  -5.86  0.53
C  3.25  -2.90  -0.54  -1.31
C  3.49  -3.99  0.48  0.45
C  2.69  -3.85  1.75  -0.41
O  3.53  -4.51  2.71  -0.43
C  4.80  -4.40  2.27  0.74
O  5.76  -4.68  2.92  -0.56
O  4.84  -3.94  1.00  -0.25
H  3.52  -1.93  -0.13  0.13
H  3.86  -3.06  -1.42  0.39
H  2.21  -2.88  -0.84  0.37
H  3.34  -4.97  0.02  0.29
H  1.72  -4.34  1.70  0.40
H  2.56  -2.81  2.06  0.23
C  7.88  -3.68  1.09  -1.27
C  9.13  -3.29  0.34  0.51
C  9.58  -1.87  0.56  -0.40
O  10.26  -1.57  -0.67  -0.36
C  9.72  -2.35  -1.63  0.60
O  9.93  -2.22  -2.80  -0.54
O  8.92  -3.29  -1.09  -0.37
H  7.04  -3.07  0.78  0.22
H  7.62  -4.72  0.88  0.34
H  8.03  -3.57  2.16  0.36
H  9.94  -3.99  0.55  0.30
H  10.25  -1.75  1.41  0.31
H  8.74  -1.17  0.67  0.29
C  -2.20  4.69  5.23  -1.36
C  -3.18  3.54  5.19  0.54
C  -3.92  3.31  6.48  -0.50
O  -4.19  1.90  6.42  -0.33
C  -3.22  1.33  5.66  0.65
O  -3.03  0.16  5.58  -0.53
O  -2.49  2.28  5.03  -0.34
H  -1.44  4.52  5.98  0.37
H  -1.70  4.80  4.27  0.21
H  -2.72  5.62  5.46  0.39
H  -3.87  3.66  4.35  0.25
H  -4.85  3.87  6.55  0.32
H  -3.31  3.51  7.36  0.31
C  7.33  0.32  5.04  -1.42
C  6.02  -0.19  4.48  0.65
C  6.01  -1.66  4.14  -0.46
O  5.03  -1.72  3.09  -0.04
C  5.02  -0.51  2.48  0.50
O  4.46  -0.28  1.45  -0.56
O  5.73  0.40  3.19  -0.39
H  8.13  0.19  4.30  0.26
H  7.26  1.38  5.24  0.32
H  7.59  -0.19  5.95  0.37
H  5.20  0.07  5.16  0.24
H  5.71  -2.29  4.98  0.38
H  6.96  -2.02  3.75  0.12
C  -0.20  4.82  -2.53  -1.23
C  -0.20  5.06  -1.05  0.52
C  -0.29  3.82  -0.20  0.00
O  -0.96  4.30  0.98  -0.33
C  -1.71  5.36  0.61  0.59
O  -2.54  5.88  1.29  -0.55
O  -1.40  5.75  -0.65  -0.40
H  -1.12  4.33  -2.84  0.04
H  -0.15  5.77  -3.07  0.44
H  0.65  4.20  -2.83  0.35
H  0.65  5.68  -0.75  0.26
H  0.68  3.40  0.05  0.41
H  -0.91  3.04  -0.65  -0.13
C  -4.11  4.15  -7.37  -1.60
C  -3.75  3.12  -6.33  0.55
C  -4.55  3.22  -5.05  -0.48
O  -3.63  2.67  -4.09  -0.17
C  -2.38  2.89  -4.56  0.60
O  -1.39  2.73  -3.91  -0.58
O  -2.41  3.31  -5.84  -0.38
H  -3.92  5.16  -7.00  0.37
H  -3.49  4.02  -8.26  0.39
H  -5.15  4.06  -7.66  0.39
H  -3.81  2.12  -6.76  0.30
H  -5.47  2.64  -5.07  0.26
H  -4.78  4.25  -4.77  0.30
C  12.13  3.81  5.65  -1.43
C  10.77  3.98  6.27  0.49
C  10.76  4.12  7.77  -0.51
O  9.47  3.60  8.12  -0.34
C  9.12  2.71  7.15  0.64
O  8.20  1.96  7.22  -0.50
O  9.96  2.80  6.10  -0.31
H  12.61  2.90  6.03  0.36
H  12.06  3.71  4.57  0.36
H  12.77  4.67  5.88  0.38
H  10.24  4.81  5.79  0.25
H  10.85  5.15  8.11  0.31
H  11.52  3.51  8.26  0.31
C  -7.85  -7.49  -3.53  -1.49
C  -6.67  -7.07  -4.37  0.52
C  -6.11  -5.71  -4.05  -0.55
O  -5.55  -5.31  -5.31  -0.18
C  -6.25  -5.95  -6.29  0.58
O  -6.18  -5.69  -7.44  -0.53
O  -7.05  -6.90  -5.75  -0.36
H  -8.68  -6.80  -3.66  0.37
H  -8.20  -8.48  -3.82  0.37
H  -7.57  -7.51  -2.47  0.37
H  -5.89  -7.84  -4.33  0.27
H  -5.34  -5.73  -3.28  0.37
H  -6.88  -4.99  -3.77  0.28

SMILES ... CCNc1c(COC(C)=O)c2c(c(CC(C)C)c1N=C=O)C(=O)N(C)C2=O.C[C@@H]1COC(=O)O1.C[C@@H]1COC(=O)O1.C[C@@H]1COC(=O)O1.C[C@@H]1COC(=O)O1.C[C@@H]1COC(=O)O1.C[C@@H]1COC(=O)O1.C[C@@H]1COC(=O)O1.C[C@@H]1COC(=O)O1
Calculated total energy ... -117889.813 eV
Net charge ... 0
Molecular weight ... 1190.121 g/mol

***

C51H78N21O3 | ωB97M-V/def2-TZVPD

Each line ends with the Mulliken charge.
Cartesian coordinates (Å):
C  0.40  3.95  0.71  -1.08
C  1.44  4.30  -0.48  0.16
C  2.76  3.39  -0.21  -0.50
O  2.84  2.46  -1.33  -0.33
C  3.18  1.16  -0.93  0.21
C  2.13  -0.01  -0.86  -0.43
C  2.69  -1.42  -0.44  -0.07
N  4.08  -1.52  -0.13  0.69
C  4.56  -2.92  0.22  -0.91
C  3.63  -3.69  1.26  -0.38
C  3.67  -3.11  2.76  0.01
C  2.35  -2.29  3.17  0.34
O  2.54  -1.20  3.77  -0.58
O  1.02  -2.78  2.92  -0.26
C  0.34  -1.88  2.00  0.18
C  -1.10  -1.44  2.53  -0.76
N  5.02  -0.59  -0.14  -0.36
C  4.64  0.73  -0.51  -0.45
H  0.97  4.06  1.71  0.25
H  0.11  2.84  0.58  0.21
H  -0.51  4.64  0.71  0.31
H  1.00  4.13  -1.52  0.08
H  1.74  5.39  -0.37  0.14
H  3.69  4.05  -0.15  0.25
H  2.62  2.79  0.75  0.37
H  1.03  0.15  -1.11  0.46
H  1.93  -2.27  -0.43  0.55
H  5.64  -2.87  0.63  0.39
H  4.62  -3.49  -0.79  0.21
H  2.54  -3.79  0.96  0.26
H  4.04  -4.77  1.32  0.32
H  3.68  -4.04  3.45  0.07
H  4.64  -2.55  2.98  0.18
H  0.22  -2.46  1.01  0.05
H  0.93  -0.91  1.81  0.19
H  -1.00  -0.58  3.28  0.32
H  -1.69  -1.09  1.59  0.27
H  -1.63  -2.32  3.03  -0.08
H  5.44  1.54  -0.54  0.42
C  -2.48  -5.85  3.36  -0.91
C  -2.97  -4.98  2.24  0.47
N  -3.36  -4.29  1.35  -0.48
H  -1.69  -5.33  3.91  0.19
H  -3.30  -6.07  4.04  0.32
H  -2.08  -6.78  2.95  0.41
C  -3.74  -3.02  5.95  -0.36
C  -3.57  -4.50  6.09  0.39
N  -3.43  -5.67  6.19  -0.56
H  -4.69  -2.80  5.47  0.05
H  -3.72  -2.55  6.94  0.37
H  -2.94  -2.60  5.35  0.07
C  -2.81  3.11  -2.24  0.09
C  -2.58  2.10  -1.16  0.48
N  -2.40  1.30  -0.31  -0.54
H  -2.55  2.68  -3.21  0.33
H  -3.85  3.42  -2.26  -0.10
H  -2.18  3.99  -2.06  -0.12
C  -5.80  -5.78  -0.95  -0.52
C  -7.15  -5.87  -1.58  0.33
N  -8.21  -5.95  -2.08  -0.45
H  -5.10  -6.45  -1.46  0.12
H  -5.42  -4.76  -1.02  0.24
H  -5.86  -6.06  0.10  0.26
C  0.79  6.59  4.20  -0.77
C  1.61  6.70  2.96  0.42
N  2.27  6.79  1.98  -0.47
H  0.33  5.61  4.26  0.28
H  1.41  6.74  5.08  0.30
H  0.00  7.35  4.20  0.27
C  2.00  -6.53  4.95  -0.80
C  3.11  -6.44  3.94  0.54
N  3.97  -6.37  3.15  -0.51
H  2.04  -5.67  5.62  0.31
H  1.04  -6.54  4.45  0.12
H  2.11  -7.44  5.54  0.35
C  6.78  -6.83  1.53  -0.33
C  7.54  -5.91  0.61  0.32
N  8.13  -5.19  -0.11  -0.44
H  6.02  -6.26  2.07  -0.03
H  6.29  -7.61  0.95  0.26
H  7.46  -7.29  2.24  0.32
C  6.62  0.76  2.51  -0.43
C  7.76  1.72  2.49  0.22
N  8.66  2.48  2.48  -0.40
H  6.67  0.11  1.63  0.02
H  6.65  0.15  3.41  0.37
H  5.67  1.31  2.49  0.23
C  -4.58  -6.21  -5.27  -0.75
C  -4.35  -7.22  -4.19  0.39
N  -4.16  -8.03  -3.33  -0.45
H  -4.32  -6.65  -6.24  0.31
H  -5.63  -5.92  -5.29  0.26
H  -3.96  -5.33  -5.10  0.26
C  7.55  0.08  -2.38  -0.37
C  7.83  -0.33  -3.79  0.22
N  8.05  -0.66  -4.90  -0.36
H  6.49  -0.04  -2.14  -0.11
H  8.13  -0.53  -1.69  0.30
H  7.83  1.13  -2.23  0.32
C  11.57  3.41  3.94  -0.63
C  12.91  3.32  4.59  0.23
N  13.97  3.24  5.11  -0.36
H  11.29  2.45  3.51  0.22
H  10.82  3.70  4.68  0.26
H  11.59  4.16  3.15  0.28
C  -7.65  2.73  -3.01  -0.56
C  -6.51  3.70  -3.03  0.38
N  -5.61  4.47  -3.05  -0.57
H  -7.59  2.07  -3.88  0.24
H  -7.60  2.12  -2.11  0.18
H  -8.60  3.26  -3.03  0.31
C  -6.69  -0.61  3.67  -0.75
C  -5.34  -0.68  4.31  0.53
N  -4.27  -0.74  4.81  -0.54
H  -6.94  -1.58  3.24  0.27
H  -7.44  -0.34  4.41  0.29
H  -6.68  0.14  2.87  0.27
C  -10.89  1.65  -0.34  -0.75
C  -9.54  1.56  0.31  0.40
N  -8.48  1.50  0.82  -0.47
H  -11.16  0.68  -0.76  0.25
H  -11.64  1.93  0.40  0.34
H  -10.88  2.39  -1.13  0.23
C  -7.77  7.25  -4.49  -0.81
C  -8.56  6.05  -4.10  0.40
N  -9.18  5.09  -3.79  -0.49
H  -8.38  8.15  -4.38  0.31
H  -6.89  7.34  -3.86  0.26
H  -7.46  7.17  -5.54  0.26
C  6.98  -2.08  -7.82  -0.65
C  6.71  -3.12  -8.87  0.23
N  6.51  -3.93  -9.70  -0.36
H  6.86  -2.52  -6.83  0.23
H  7.99  -1.70  -7.92  0.27
H  6.27  -1.26  -7.92  0.27
C  0.67  5.94  -4.56  -0.97
C  -0.30  5.83  -3.42  0.52
N  -1.08  5.75  -2.52  -0.58
H  1.65  5.57  -4.25  0.26
H  0.31  5.35  -5.40  0.36
H  0.77  6.98  -4.86  0.38
C  0.73  9.20  -0.58  -0.65
C  1.00  8.80  -2.00  0.40
N  1.21  8.48  -3.11  -0.46
H  -0.32  9.06  -0.35  0.27
H  1.33  8.58  0.10  0.08
H  1.00  10.24  -0.43  0.33
C  -7.50  -1.76  -2.98  -0.79
C  -8.41  -0.58  -2.91  0.48
N  -9.13  0.36  -2.86  -0.46
H  -6.55  -1.53  -2.50  0.26
H  -7.96  -2.61  -2.47  0.26
H  -7.32  -2.03  -4.02  0.29

Calculated total energy ... -91566.879 eV
Net charge ... +1
Molecular weight ... 1033.329 g/mol